{"formula": "C40H58As2BaN2O8S4", "method": "ωB97M-V/def2-TZVPD", "charge": 2, "homo_lumo_gap_ha": 0.2833, "max_force_ha_per_bohr": 0.2084, "lumo_energy_ev": -5.40, "mol_weight_g_mol": 1110.35, "homo_ev": -13.11, "total_energy_ev": -227478.2480, "e_above_lowest_kj_mol": 628.0, "elements": ["C", "C", "H", "H", "C", "C", "H", "H", "C", "C", "H", "H", "C", "H", "H", "C", "C", "H", "H", "O", "Ba", "H", "C", "H", "H", "H", "H", "H", "C", "C", "C", "H", "H", "H", "H", "H", "N", "C", "C", "H", "C", "H", "H", "H", "C", "H", "H", "C", "C", "C", "H", "C", "S", "C", "O", "O", "O", "S", "H", "O", "H", "As", "H", "H", "C", "C", "C", "H", "H", "H", "H", "H", "H", "O", "H", "N", "C", "H", "H", "C", "H", "H", "C", "O", "H", "As", "H", "C", "H", "C", "C", "H", "S", "C", "C", "H", "H", "H", "C", "O", "H", "H", "S", "C", "H", "H", "H", "H", "H", "C", "H", "C", "C", "C", "C"], "xyz": [[-4.86116, 1.96391, -4.90891], [2.27028, -1.35093, -4.69354], [5.94889, -2.11214, -2.89083], [-4.02233, 2.35718, -0.69997], [-1.71300, -0.89760, -3.06896], [0.34028, -1.69115, 1.02613], [-5.03439, 2.50543, -3.97678], [-4.50907, 4.60317, 0.33921], [1.60515, -0.39831, 3.23770], [1.70720, -5.23354, -0.70025], [-0.46511, -6.73762, 6.37763], [1.81928, 0.78228, 8.58713], [2.48605, 1.84664, -4.07931], [3.46234, -3.72717, 6.88630], [3.41331, -1.98176, 7.26900], [-2.09075, 0.89056, -1.73361], [1.45814, 1.26505, 7.68575], [1.28725, -4.72270, -1.56350], [-5.23209, 1.91653, 3.65442], [0.18113, -5.52899, 4.82229], [1.93439, -0.76024, -0.35319], [6.71960, 0.25981, -1.26966], [3.88948, -2.77663, -3.08933], [5.64736, 0.73379, 0.04659], [0.14991, -0.62581, 0.79117], [-0.44598, -2.02190, 1.70516], [-0.83720, -7.29154, 4.71840], [-4.30633, 3.40704, 3.89053], [4.95211, -1.71476, -2.70148], [-2.71856, 3.20545, -5.30473], [-2.71033, 1.73498, 2.30624], [-2.39275, -0.81243, -5.09317], [2.38654, 3.82926, 2.89295], [-2.91323, 3.81612, -4.42203], [0.64310, 3.80901, 2.48772], [-6.15617, 1.36292, 1.23341], [-1.27817, 0.88115, 0.55292], [-5.11568, 2.94896, 3.31834], [1.24890, -4.63466, 1.55867], [3.28873, 1.13447, -4.26987], [0.97393, 0.16695, 5.63125], [-2.12955, 0.93656, -6.77690], [3.23298, -0.84351, -4.74678], [-6.03236, 3.48597, 3.56272], [1.56785, -3.62257, 2.69911], [-3.61836, 1.69852, -7.33429], [-2.94766, 2.63096, -2.61076], [2.88750, -2.80763, 6.79727], [1.59021, -3.81004, 4.01148], [-4.69574, 4.50243, 1.41021], [1.94131, 2.22721, 7.54589], [-3.61209, 2.27489, 1.40487], [0.98826, 0.93568, -3.65456], [1.43557, -5.14691, 4.75777], [1.79335, -4.25173, 0.38083], [-0.16788, 0.53634, 5.57384], [1.92147, 0.82168, 1.20538], [4.90442, -1.25993, -0.95030], [-6.06134, 2.63709, 0.01217], [1.86487, 0.39844, 6.57530], [-1.35613, -1.91879, -3.16539], [2.78728, -2.41362, 4.81184], [-0.95747, 0.59447, 2.57801], [0.33008, -2.35061, 0.13617], [1.56672, -0.73210, 4.52671], [-0.08411, -6.86048, 5.36822], [-1.59873, 1.04877, 1.84393], [-1.63589, 3.13160, -5.43494], [-2.85660, 1.81236, 3.37451], [2.28334, 2.42631, -4.98066], [2.23456, -2.13339, -5.45313], [1.90668, -2.94176, 7.24655], [0.19343, -0.87064, -4.93836], [0.65572, -5.65147, 1.76336], [-3.69183, 0.12923, -6.55200], [-1.58374, -0.34822, -1.87054], [5.03201, 1.45049, -1.90783], [3.93657, -3.62712, -2.40698], [-5.60012, 5.06420, 1.64967], [-4.87335, 3.03193, 1.81297], [4.08801, -3.14161, -4.09652], [0.37905, 1.37054, 7.70049], [1.14184, -0.35152, -4.92075], [1.44817, 2.00684, 3.06507], [5.64945, 2.34909, -1.86149], [2.13553, -1.84934, 2.01116], [-7.00044, 2.89470, 1.47581], [-2.29097, -0.26605, -4.16549], [2.71766, -5.58088, -0.89884], [-6.08849, 2.44214, 1.08514], [-3.32643, 2.04091, 0.06491], [1.08051, -6.07042, -0.41299], [2.17880, -2.17222, -3.10150], [5.67549, 0.39281, -0.99020], [-2.19291, 1.34324, -0.31186], [3.74468, 3.41758, -3.25368], [1.27409, 0.13877, -5.88646], [-3.86290, 4.96102, 1.94717], [1.58538, 0.91077, 2.41692], [2.41173, -5.69417, 5.19474], [0.82489, -7.45192, 5.37098], [1.84235, 3.14087, 1.32694], [3.35996, 1.95183, -1.44831], [2.90541, 2.79113, -2.94858], [2.07627, 3.45115, -2.68593], [-3.12785, 3.73835, -6.16409], [5.00995, 1.09271, -2.93556], [4.77856, -0.82162, -3.29728], [-5.34426, 0.98835, -4.82981], [1.59564, 3.30386, 2.36939], [-5.34363, 2.51878, -5.71539], [-2.61539, 1.61501, -2.78189], [-3.36101, 1.81636, -5.20194], [-3.18423, 1.09538, -6.53649], [-2.72719, 1.04218, -4.04888]], "forces_ev_per_a": [[-0.033, 0.018, 0.002], [-0.161, 0.374, -0.336], [-0.028, 0.049, -0.242], [0.008, -0.035, 0.017], [-0.027, -0.059, -0.142], [-2.041, -1.268, 2.524], [0.007, -0.002, -0.015], [-0.013, -0.001, 0.011], [0.090, 0.055, -0.798], [0.055, 0.219, 0.129], [-0.005, -0.022, 0.016], [0.008, 0.023, 0.022], [0.136, 0.340, 0.237], [0.020, 0.006, -0.089], [0.013, 0.029, -0.067], [0.392, -0.357, 0.571], [0.101, -0.280, -0.270], [0.044, -0.001, -0.018], [-0.022, 0.008, -0.018], [-0.067, -0.372, 0.107], [2.867, 2.107, -10.109], [0.019, 0.075, 0.003], [0.419, 0.231, 0.478], [0.082, -0.050, -0.001], [-1.369, -0.915, 0.697], [0.025, -0.067, 0.022], [-0.020, -0.024, 0.022], [-0.011, 0.011, -0.020], [-0.427, -0.507, -0.243], [0.046, 0.040, 0.004], [0.119, -0.109, 0.260], [0.036, 0.011, 0.011], [0.003, 0.015, 0.012], [0.003, -0.014, -0.008], [-0.004, 0.016, -0.015], [-0.007, 0.010, 0.029], [-0.584, 0.105, 0.621], [0.009, 0.015, 0.058], [0.019, 0.336, 1.798], [0.029, 0.086, -0.137], [0.236, -0.646, -1.023], [-0.013, 0.016, 0.021], [0.025, -0.105, -0.108], [0.009, -0.011, 0.020], [-0.210, 0.386, -1.267], [0.007, 0.000, 0.010], [-0.030, -0.045, 0.006], [-0.408, 0.217, -0.999], [0.847, -0.594, 0.667], [-0.023, 0.043, 0.001], [0.002, 0.013, -0.003], [-0.209, 0.084, -0.032], [-0.012, -0.169, 0.029], [-0.019, 0.857, -0.666], [-0.181, -0.248, -0.016], [0.227, 0.054, 0.072], [-0.705, 2.417, 3.811], [0.379, 0.060, -0.080], [0.007, -0.005, 0.010], [-0.040, 0.280, 0.412], [0.042, -0.029, -0.026], [-0.833, 0.177, 1.506], [0.379, -0.122, 0.240], [-0.468, 0.180, 0.652], [0.255, 0.300, 0.941], [0.056, 0.375, -0.082], [0.011, 0.321, -0.507], [-0.024, -0.017, -0.007], [-0.018, -0.039, -0.019], [0.168, -0.023, -0.051], [0.055, 0.141, -0.113], [-0.038, 0.034, -0.048], [-0.242, -0.021, -0.042], [0.144, 0.130, -0.293], [-0.001, 0.016, 0.006], [-0.039, 0.104, -0.166], [0.436, -0.278, 0.236], [-0.013, -0.018, -0.065], [0.006, -0.006, -0.009], [0.194, -0.048, -0.010], [0.149, -0.093, 0.063], [-0.019, -0.019, -0.007], [0.138, -0.064, 0.112], [-0.234, 0.495, -0.044], [0.124, -0.098, -0.121], [-0.532, -2.107, 2.468], [0.003, 0.012, -0.024], [0.061, -0.214, 0.024], [0.013, 0.020, -0.036], [-0.023, -0.028, -0.030], [-0.061, 0.154, 0.018], [-0.049, 0.046, 0.090], [0.287, -0.473, -0.182], [-0.384, 0.278, -0.159], [0.150, -0.103, -0.507], [-0.072, 0.034, -0.062], [-0.010, -0.087, -0.032], [0.001, -0.017, -0.008], [0.832, -1.350, 0.215], [-0.052, 0.014, 0.068], [0.021, -0.003, -0.015], [0.005, -0.021, -0.026], [0.297, -0.199, 0.710], [-0.452, 0.043, -0.584], [0.053, 0.043, -0.022], [-0.005, -0.012, 0.011], [0.105, 0.111, -0.033], [0.174, -0.009, -0.052], [0.010, 0.008, -0.005], [-0.102, -0.476, 0.224], [0.002, -0.005, 0.015], [-0.068, 0.158, -0.178], [0.074, -0.015, 0.113], [0.001, -0.050, -0.057], [-0.126, 0.157, -0.077]]}